Entry 1:
Below is C20H21F4N5O16S4Y as an isolated structure at a distorted geometry, with properties calculated with the ωB97M-V functional and the def2-TZVPD basis.

Geometry as XYZ:
```
71
Properties=species:S:1:pos:R:3
Y 1.596 0.815 -3.021
N 5.554 0.195 -0.704
S 7.011 0.874 -0.558
O 8.042 0.461 -1.478
O 7.407 1.527 0.659
F 6.544 2.179 -1.522
S 6.049 -1.021 0.493
O 5.846 -0.776 1.917
O 7.113 -1.985 0.093
F 4.804 -1.946 0.186
N -2.911 1.045 -3.433
S -3.929 0.872 -4.613
O -4.161 1.995 -5.528
O -4.872 -0.168 -4.628
F -2.724 0.284 -5.544
S -4.210 1.138 -2.342
O -3.992 0.074 -1.314
O -5.553 1.655 -2.588
F -3.565 2.423 -1.665
C 1.153 5.636 -6.906
O 1.864 4.443 -6.724
H 1.258 6.065 -7.902
H 0.071 5.609 -6.773
H 1.488 6.454 -6.269
C 4.077 -3.599 -6.122
O 3.680 -2.248 -6.245
H 5.107 -3.700 -6.466
H 4.148 -4.009 -5.114
H 3.541 -4.205 -6.852
C -2.355 -2.516 7.238
C -2.941 -1.243 7.112
C -2.390 -0.383 6.162
C -1.375 -0.814 5.225
C -0.996 -2.156 5.198
C -1.378 -2.982 6.297
N -0.669 0.113 4.390
O -0.507 1.260 4.796
O -0.410 -0.112 3.221
H -2.612 -3.098 8.110
H -3.678 -0.968 7.851
H -2.865 0.563 5.945
H -0.264 -2.563 4.517
H -0.958 -3.972 6.392
C -1.278 -10.913 0.267
C -0.189 -10.016 0.306
C -0.359 -8.740 -0.155
C -1.598 -8.256 -0.761
C -2.641 -9.196 -0.772
C -2.465 -10.479 -0.247
N -1.785 -6.928 -1.527
O -0.876 -6.106 -1.418
O -2.693 -6.832 -2.374
H -1.188 -11.954 0.538
H 0.752 -10.396 0.674
H 0.552 -8.177 -0.292
H -3.605 -8.947 -1.192
H -3.317 -11.142 -0.225
C -1.703 10.370 2.335
C -1.163 9.536 3.314
C -0.124 8.657 2.938
C 0.161 8.518 1.590
C -0.556 9.231 0.669
C -1.300 10.329 1.051
N 1.077 7.455 1.150
O 0.782 6.706 0.157
O 2.091 7.316 1.817
H -2.410 11.070 2.756
H -1.546 9.359 4.308
H 0.393 8.075 3.687
H -0.410 9.194 -0.400
H -1.636 11.048 0.318
```

Values from the calculation:
Net charge ... -1
2S+1 ... 1
E_tot ... -4281.9391 Ha
Energy relative to the best compared isomer or geometry (same formula, charge and spin) ... 1977.7 kJ/mol
Orbital gap ... 2.027 eV



Entry 2:
Below is a 3-piece molecular cluster, CH7O2S overall at a distorted geometry, with properties calculated with the ωB97M-V functional and the def2-TZVPD basis.

Geometry as XYZ:
```
11
Properties=species:S:1:pos:R:3
C -0.558 -1.309 -0.339
S -0.325 0.481 0.079
H -0.496 -1.555 -1.435
H 0.311 -1.786 0.087
H -1.390 -1.825 0.233
H -0.261 1.282 -2.841
H 0.576 0.966 -1.725
O 0.695 1.212 -2.696
H -0.088 0.974 3.358
H 0.719 0.509 2.213
O 0.818 1.051 3.067
```

Values from the calculation:
Net charge ... -1
2S+1 ... 1
E_tot ... -590.9991 Ha
Energy relative to the best compared isomer or geometry (same formula, charge and spin) ... 34.9 kJ/mol
Orbital gap ... 7.258 eV



Entry 3:
Below is a 7-piece molecular cluster, C52H60ClFN7O14 overall, with properties calculated with the ωB97M-V functional and the def2-TZVPD basis.

Geometry as XYZ:
```
135
Properties=species:S:1:pos:R:3
C -6.889 -2.895 1.843
C -7.579 -3.413 0.566
C -6.868 -2.963 -0.717
C -5.387 -3.368 -0.769
C -4.761 -3.119 -2.152
C -3.270 -2.700 -2.037
C -3.168 -1.175 -2.001
C -1.747 -0.652 -1.756
C -1.636 0.326 -0.556
N -2.428 -0.078 0.611
C -3.242 1.021 1.117
C -4.325 1.505 0.153
F -5.563 0.932 0.478
C -1.524 -0.624 1.632
C -0.726 -1.855 1.090
O -1.364 -2.815 0.625
O 0.525 -1.737 1.211
C -2.226 -0.995 2.946
Cl -3.657 -2.063 2.656
C -1.212 -1.559 3.969
C -1.450 -2.985 4.479
H -6.635 -1.833 1.758
H -5.978 -3.463 2.053
H -7.571 -3.007 2.696
H -8.613 -3.048 0.545
H -7.588 -4.510 0.616
H -7.385 -3.398 -1.583
H -6.909 -1.866 -0.774
H -4.834 -2.802 -0.010
H -5.308 -4.438 -0.532
H -4.888 -3.977 -2.821
H -5.303 -2.275 -2.605
H -2.702 -3.110 -2.880
H -2.879 -3.107 -1.098
H -3.526 -0.798 -2.974
H -3.876 -0.815 -1.250
H -1.078 -1.493 -1.552
H -1.379 -0.100 -2.634
H -1.935 1.320 -0.910
H -0.571 0.414 -0.294
H -2.597 1.877 1.404
H -3.783 0.731 2.021
H -4.085 1.269 -0.885
H -4.408 2.595 0.219
H -0.785 0.147 1.914
H -2.669 -0.108 3.383
H -0.200 -1.475 3.560
H -1.240 -0.903 4.851
H -2.416 -3.046 4.994
H -1.413 -3.725 3.677
H -0.690 -3.206 5.240
C 4.026 -6.660 6.217
C 3.128 -7.085 7.188
C 1.766 -7.059 6.933
C 1.329 -6.610 5.701
C 2.205 -6.178 4.723
C 3.565 -6.205 4.989
N -0.116 -6.592 5.413
O -0.873 -6.940 6.300
O -0.448 -6.224 4.311
H 5.090 -6.683 6.418
H 3.489 -7.436 8.145
H 1.058 -7.384 7.681
H 1.834 -5.823 3.772
H 4.264 -5.869 4.235
C -3.912 2.644 -6.949
C -2.758 2.481 -6.194
C -2.780 2.723 -4.830
C -3.967 3.118 -4.244
C -5.128 3.288 -4.977
C -5.094 3.050 -6.341
N -4.001 3.354 -2.791
O -2.959 3.222 -2.179
O -5.065 3.657 -2.294
H -3.891 2.449 -8.014
H -1.835 2.164 -6.659
H -1.885 2.596 -4.238
H -6.042 3.598 -4.493
H -5.992 3.176 -6.930
C 3.611 -0.722 -2.523
C 4.284 -0.407 -3.699
C 3.632 0.289 -4.703
C 2.316 0.666 -4.504
C 1.630 0.357 -3.343
C 2.286 -0.346 -2.345
N 1.628 1.429 -5.552
O 2.240 1.685 -6.572
O 0.484 1.769 -5.337
H 4.121 -1.266 -1.738
H 5.316 -0.702 -3.835
H 4.145 0.533 -5.622
H 0.600 0.655 -3.211
H 1.765 -0.600 -1.430
C 5.706 5.520 -5.676
C 7.068 5.759 -5.533
C 7.918 4.733 -5.153
C 7.381 3.478 -4.924
C 6.029 3.223 -5.055
C 5.187 4.255 -5.435
N 8.277 2.379 -4.539
O 9.457 2.630 -4.406
O 7.787 1.281 -4.357
H 5.047 6.324 -5.978
H 7.470 6.745 -5.719
H 8.977 4.907 -5.038
H 5.631 2.237 -4.867
H 4.127 4.069 -5.545
C -6.848 1.485 6.341
C -6.173 2.340 7.204
C -4.816 2.568 7.036
C -4.160 1.933 5.998
C -4.813 1.074 5.131
C -6.168 0.850 5.309
N -2.720 2.184 5.802
O -2.158 2.915 6.594
O -2.192 1.639 4.859
H -7.908 1.312 6.473
H -6.704 2.831 8.008
H -4.281 3.229 7.702
H -4.281 0.580 4.331
H -6.690 0.181 4.639
C 9.561 2.109 -1.377
C 10.852 1.941 -0.892
C 11.310 2.726 0.153
C 10.459 3.671 0.699
C 9.172 3.857 0.229
C 8.725 3.067 -0.818
N 10.938 4.498 1.818
O 12.080 4.329 2.196
O 10.165 5.302 2.297
H 9.207 1.488 -2.187
H 11.502 1.197 -1.330
H 12.312 2.605 0.536
H 8.528 4.603 0.672
H 7.719 3.198 -1.196
```

Values from the calculation:
Net charge ... -1
2S+1 ... 1
E_tot ... -4013.7279 Ha
Energy relative to the best compared isomer or geometry (same formula, charge and spin) ... 0.0 kJ/mol
Orbital gap ... 5.336 eV